Entry 1:
25
Properties=species:S:1:pos:R:3 method="wB97M-V/def2-TZVPD" orbital_gap_ev="10.88 / 6.35" homo_ha="-0.5301 / -0.5300" fmax_ev_per_a=2.08 spin_multiplicity=2 total_charge=+1 molar_mass_g_mol=127.18 de_lowest_ev=0.583
C -1.980 -1.802 1.990
C -1.118 -0.921 1.088
C 0.067 -0.412 1.866
N 1.110 0.138 1.079
C 2.190 0.870 1.689
H -1.685 -2.849 1.905
H -1.832 -1.563 3.048
H -3.038 -1.684 1.786
H -0.817 -1.424 0.177
H -1.685 -0.058 0.713
H -0.235 0.200 2.714
H 0.538 -1.267 2.407
H 1.464 -0.412 0.294
H 3.097 0.821 1.107
H 1.873 1.912 1.832
H 2.405 0.532 2.715
H -0.912 2.437 -1.829
H -2.104 3.000 -0.971
O -1.868 2.458 -1.727
H -1.234 -2.045 -2.823
H -0.336 -2.452 -1.683
O -0.295 -2.106 -2.582
H 1.210 1.113 -1.961
H 2.700 0.919 -2.130
O 1.985 1.542 -2.342

=====

Entry 2:
107
Properties=species:S:1:pos:R:3 method="wB97M-V/def2-TZVPD" orbital_gap_ev=5.96 homo_ha=-0.3975 fmax_ev_per_a=5.30 total_charge=+1 molar_mass_g_mol=806.01
C 0.903 -6.338 -0.252
C 1.594 -5.286 -1.266
P 2.007 -6.071 -2.964
C 3.383 -7.338 -2.528
O 0.626 -6.873 -3.640
C -0.295 -5.948 -4.221
O -0.338 -5.797 -5.458
C -1.245 -5.133 -3.195
C -1.101 -3.577 -2.979
C -2.052 -2.890 -1.946
C -2.014 -1.293 -1.643
C -1.384 -0.436 -2.839
N -2.056 0.562 -3.369
N -3.045 -3.625 -1.174
C -3.217 -5.044 -1.356
C -2.368 -5.862 -2.358
C -2.669 -7.439 -2.503
C -3.869 -7.588 -3.571
C -5.252 -8.159 -2.980
C -6.438 -7.479 -3.882
C -5.567 -7.745 -1.462
H 1.732 -7.058 0.087
H 0.500 -5.753 0.653
H 0.057 -6.931 -0.743
H 2.589 -4.939 -0.784
H 0.949 -4.345 -1.352
H 4.416 -6.878 -2.718
H 3.335 -7.530 -1.388
H 3.226 -8.350 -3.035
H -0.332 -2.966 -3.566
H -1.468 -1.168 -0.648
H -3.128 -1.002 -1.479
H -0.330 -0.696 -3.186
H -2.995 0.645 -2.921
H -3.633 -3.142 -0.480
H -4.005 -5.566 -0.724
H -2.836 -7.966 -1.507
H -1.744 -7.943 -2.983
H -4.030 -6.580 -4.082
H -3.519 -8.315 -4.394
H -5.305 -9.307 -3.097
H -7.270 -8.212 -4.145
H -6.021 -7.050 -4.873
H -6.793 -6.566 -3.281
H -6.575 -8.250 -1.193
H -5.780 -6.611 -1.378
H -4.816 -8.125 -0.690
O -5.161 -0.089 1.027
S -6.197 0.148 0.053
O -6.020 1.068 -1.039
O -7.570 0.508 0.821
C -7.561 1.576 1.772
C -7.594 2.930 1.090
C -6.719 -1.411 -0.608
H -6.701 1.491 2.442
H -8.459 1.461 2.384
H -6.667 3.119 0.545
H -7.723 3.728 1.825
H -8.410 2.979 0.365
H -6.907 -2.099 0.216
H -5.917 -1.793 -1.242
H -7.621 -1.259 -1.201
O 0.050 -0.398 3.792
S 0.591 0.899 3.474
O -0.020 2.114 3.946
O 0.786 1.007 1.870
C -0.332 0.735 1.031
C -1.294 1.907 0.987
C 2.307 0.926 3.907
H -0.839 -0.183 1.346
H 0.061 0.558 0.026
H -1.780 2.052 1.955
H -2.074 1.738 0.240
H -0.766 2.832 0.748
H 2.786 0.034 3.505
H 2.378 0.932 4.995
H 2.760 1.830 3.500
O 4.562 3.299 2.746
S 5.168 4.451 2.127
O 5.536 4.459 0.735
O 6.444 4.910 3.006
C 7.452 3.944 3.303
C 8.364 3.707 2.114
C 4.157 5.868 2.449
H 7.002 3.009 3.650
H 8.040 4.346 4.131
H 7.827 3.217 1.299
H 9.206 3.071 2.396
H 8.747 4.654 1.725
H 3.919 5.897 3.511
H 3.244 5.770 1.862
H 4.700 6.764 2.147
O 7.298 10.081 3.582
S 6.047 10.385 2.940
O 5.237 9.362 2.329
O 6.279 11.573 1.869
C 7.295 11.410 0.879
C 6.839 10.496 -0.243
C 5.035 11.302 4.068
H 8.222 11.048 1.331
H 7.501 12.402 0.470
H 6.715 9.470 0.112
H 7.570 10.487 -1.055
H 5.872 10.819 -0.638
H 5.627 12.111 4.494
H 4.708 10.621 4.854
H 4.172 11.692 3.530

=====

Entry 3:
56
Properties=species:S:1:pos:R:3 method="wB97M-V/def2-TZVPD" orbital_gap_ev=8.16 homo_ha=-0.3111 fmax_ev_per_a=18.91 molar_mass_g_mol=443.53 de_lowest_ev=23.539
C -6.136 -3.246 1.435
C -5.502 -2.370 0.262
C -5.000 -1.013 0.547
C -4.595 -0.302 -0.444
C -4.605 -0.895 -1.889
C -5.173 -2.062 -1.992
C -5.719 -2.921 -0.889
H -6.033 -3.751 -1.430
H -5.155 -2.288 -3.165
H -4.214 -0.139 -2.540
N -4.208 1.201 -0.075
C -4.590 1.839 0.903
O -5.265 1.264 1.743
C -3.670 3.126 0.997
H -3.228 3.185 1.801
C -2.734 2.810 -0.024
H -2.488 3.582 -0.698
C -1.341 2.378 0.511
O -1.022 2.283 1.530
N -0.364 2.435 -0.418
C 0.970 2.058 -0.496
C 1.476 1.806 0.970
C 2.936 1.524 0.927
C 3.645 1.504 -0.104
C 3.147 1.970 -1.736
C 1.887 2.128 -1.569
H 1.369 2.196 -2.506
H 3.818 1.989 -2.399
S 5.365 1.011 -0.059
O 6.078 1.740 0.976
O 6.043 1.259 -1.528
N 5.307 -0.588 0.195
C 6.568 -1.019 0.995
H 6.768 -0.487 1.749
C 6.204 -2.520 1.526
H 7.174 -2.696 1.996
O 5.854 -3.317 0.320
C 4.680 -2.816 0.105
H 4.432 -3.509 -0.934
C 4.808 -1.315 -0.655
H 4.084 -1.121 -1.021
H 5.555 -1.419 -1.293
H 3.743 -2.824 0.577
H 5.399 -2.523 2.312
H 7.268 -1.054 0.189
H 3.572 1.081 1.790
H 1.068 1.572 1.746
H -0.480 2.498 -1.435
C -3.231 1.793 -1.098
H -2.625 1.079 -1.322
H -3.791 2.157 -1.895
H -4.346 3.910 0.710
H -4.991 -0.700 1.496
H -6.926 -3.957 1.076
H -6.435 -2.723 2.302
H -5.352 -3.803 1.927

=====

Entry 4:
59
Properties=species:S:1:pos:R:3 method="wB97M-V/def2-TZVPD" orbital_gap_ev=9.38 homo_ha=-0.4103 fmax_ev_per_a=6.63 total_charge=+1 molar_mass_g_mol=547.29 de_lowest_ev=3.891
Y -0.150 0.035 0.400
F 1.616 -1.138 1.681
F -2.248 0.925 0.599
C -0.720 0.254 4.062
O -0.725 0.019 2.886
N -1.804 0.305 4.802
N 0.380 0.624 4.657
H -2.711 0.420 4.375
H -1.786 0.785 5.691
H 1.274 0.531 4.198
H 0.410 0.793 5.652
C -1.960 -2.925 1.217
O -1.515 -1.803 0.920
N -1.242 -3.778 1.938
N -2.970 -3.441 0.565
H -0.251 -3.670 2.106
H -1.720 -4.658 2.074
H -3.541 -2.812 0.018
H -3.322 -4.350 0.828
C 0.905 3.150 1.767
O 0.183 2.198 1.517
N 1.173 4.111 0.979
N 1.382 3.448 2.912
H 1.840 4.816 1.259
H 0.790 4.113 0.045
H 1.131 2.796 3.641
H 1.686 4.383 3.144
C -2.464 -0.910 -2.704
O -1.951 -0.752 -1.677
N -3.085 0.097 -3.340
N -2.511 -2.026 -3.361
H -3.191 -0.121 -4.320
H -2.910 1.020 -2.970
H -2.776 -1.994 -4.335
H -2.255 -2.916 -2.956
C 1.596 -2.503 -1.389
O 0.824 -1.625 -1.026
N 2.687 -2.779 -0.706
N 1.338 -3.382 -2.294
H 3.373 -3.520 -0.726
H 2.565 -2.315 0.183
H 2.131 -3.753 -2.797
H 0.511 -3.177 -2.836
C 3.106 0.603 -0.685
O 1.951 0.849 -0.341
N 3.462 0.817 -1.908
N 3.990 0.055 0.105
H 4.446 0.671 -2.085
H 2.740 0.856 -2.613
H 4.902 0.121 -0.325
H 3.978 -0.316 1.044
C -0.756 2.384 -2.221
O -0.139 1.468 -1.707
N -1.976 2.760 -1.826
N -0.391 3.049 -3.248
H -2.588 3.159 -2.523
H -2.260 2.277 -0.986
H -0.962 3.773 -3.659
H 0.509 2.997 -3.704